# 1
A 10-piece molecular cluster, C55H125N5O10 overall at a distorted geometry, computed with ωB97M-V with the def2-TZVPD basis set.

Element x y z (Å)
C 6.1911 -6.1527 -0.0640
C 4.8316 -6.8529 0.0659
O 5.1063 -8.1620 0.5854
H 6.9132 -6.6488 -0.7126
H 6.6655 -5.9667 0.8995
H 6.0371 -5.1476 -0.4566
H 4.4001 -6.9229 -0.9326
H 4.1202 -6.4013 0.7574
H 4.2573 -8.5974 0.4794
C -5.1031 7.3389 -1.8917
C -4.7678 8.2661 -0.7236
O -3.5462 7.9364 -0.1362
H -4.3617 7.5298 -2.6676
H -6.1292 7.3775 -2.2574
H -4.9909 6.3230 -1.5128
H -5.5800 8.1189 -0.0117
H -4.8400 9.3249 -0.9723
H -3.5365 8.4827 0.6532
C -4.4610 -7.2828 0.0525
C -3.2439 -6.5572 0.6059
O -2.2005 -6.7669 -0.3510
H -5.2869 -6.9255 0.6675
H -4.3697 -8.3416 0.2950
H -4.6836 -7.1070 -1.0000
H -2.7937 -6.8073 1.5665
H -3.4522 -5.4875 0.6304
H -2.1036 -7.7191 -0.4249
C 0.2819 1.5921 -0.2708
C 0.3686 0.7289 -1.5392
O 1.2003 -0.4446 -1.2139
H 1.3282 1.8938 -0.2234
H 0.1219 1.0937 0.6853
H -0.3557 2.4498 -0.4851
H 0.6671 1.3454 -2.3871
H -0.5437 0.2877 -1.9408
H 0.6635 -1.0819 -0.7373
C 2.2317 8.2120 -4.2684
C 2.8171 8.5128 -5.6025
O 2.2706 9.7084 -6.0788
H 2.7958 7.4221 -3.7725
H 1.2454 7.7558 -4.3536
H 2.2793 9.1003 -3.6385
H 2.4721 7.7089 -6.2527
H 3.9051 8.4676 -5.5555
H 2.9961 10.3184 -5.9270
C -7.8975 0.8496 3.6867
C -7.4476 0.6121 5.1503
C -5.8799 0.8064 5.2303
C -5.3822 2.2776 5.3481
C -6.1417 2.9854 6.5154
C -7.6675 2.8961 6.3461
N -8.1505 1.5398 6.0898
O -9.5677 1.4207 6.0117
C -8.3290 3.4103 7.6963
C -8.1324 3.8901 5.2802
C -7.7373 -0.8341 5.6052
H -7.3182 0.2482 2.9861
H -7.6305 1.8544 3.3594
H -8.9777 0.7478 3.5817
H -5.4095 0.3233 6.0867
H -5.4492 0.4069 4.3121
H -5.5719 2.8152 4.4191
H -4.3309 2.3844 5.6158
H -5.9332 4.0464 6.3782
H -5.7444 2.7642 7.5061
H -8.0230 2.7107 8.4741
H -8.0009 4.4291 7.9021
H -9.4182 3.4251 7.6571
H -7.6364 3.7351 4.3220
H -9.1867 3.8331 5.0095
H -7.9045 4.9232 5.5427
H -7.2248 -1.4169 4.8398
H -8.7889 -1.1209 5.6020
H -7.3778 -1.0660 6.6077
H -9.7506 1.8019 5.1498
C 3.9339 -0.2064 -10.8149
C 2.7550 -0.9229 -10.0818
C 2.0261 -1.7983 -11.1602
C 2.6905 -3.1640 -11.5561
C 3.0237 -3.9231 -10.2267
C 3.8442 -3.0862 -9.2156
N 3.1878 -1.7999 -8.9637
O 3.8444 -1.0581 -8.0040
C 3.9174 -3.9278 -7.8788
C 5.2753 -2.9401 -9.7821
C 1.7226 0.0725 -9.4743
H 4.5946 0.3136 -10.1213
H 3.5154 0.5516 -11.4770
H 4.5458 -0.8072 -11.4877
H 0.9481 -1.8524 -11.0085
H 2.0135 -1.2499 -12.1021
H 3.5302 -2.9038 -12.2005
H 2.1537 -3.8585 -12.2024
H 3.4881 -4.9024 -10.3422
H 2.0884 -4.1056 -9.6976
H 4.1829 -4.9738 -8.0320
H 4.6065 -3.3824 -7.2340
H 2.9853 -3.8725 -7.3164
H 5.9672 -3.6833 -9.3858
H 5.2830 -3.0884 -10.8619
H 5.7247 -1.9865 -9.5049
H 0.9439 -0.4877 -8.9567
H 1.3516 0.6198 -10.3409
H 2.2322 0.7222 -8.7628
H 3.4859 -1.3819 -7.1744
C 9.3141 6.0507 4.2795
C 8.5894 5.7415 5.6189
C 8.7448 6.9115 6.6804
C 7.8348 8.1093 6.3315
C 6.3959 7.6780 6.1500
C 6.1342 6.5897 5.1334
N 7.1175 5.4772 5.4076
O 6.8133 4.3727 4.6273
C 4.7391 6.0169 5.6010
C 6.0955 7.1275 3.6654
C 9.2096 4.5129 6.2658
H 8.9758 5.3900 3.4813
H 10.3780 6.0529 4.5166
H 9.0761 7.0682 3.9691
H 8.5361 6.6667 7.7218
H 9.7957 7.1980 6.6416
H 8.1481 8.5903 5.4049
H 7.9937 8.8610 7.1047
H 5.8340 8.5745 5.8880
H 6.0863 7.3936 7.1556
H 3.9784 6.7966 5.6415
H 4.3434 5.2490 4.9364
H 4.7243 5.3998 6.4994
H 5.3981 7.9651 3.6743
H 7.0706 7.4810 3.3301
H 5.6139 6.3700 3.0471
H 8.5955 4.2277 7.1200
H 10.2443 4.6898 6.5594
H 9.0823 3.6685 5.5883
H 7.1205 4.5647 3.7383
C -7.6107 -1.6641 -6.2445
C -7.5454 -2.5323 -7.5218
C -6.2283 -3.4016 -7.4794
C -6.2873 -4.5826 -8.4868
C -7.5751 -5.4281 -8.2447
C -8.8657 -4.6546 -8.3419
N -8.7427 -3.3582 -7.5624
O -9.9271 -2.6960 -7.4871
C -9.1886 -4.4535 -9.8146
C -10.0071 -5.5936 -7.7957
C -7.3420 -1.6358 -8.8242
H -8.4638 -0.9867 -6.2829
H -6.6966 -1.0742 -6.1775
H -7.6859 -2.3034 -5.3648
H -5.3449 -2.7749 -7.6019
H -6.1354 -3.7861 -6.4637
H -5.4182 -5.2297 -8.3680
H -6.1641 -4.0995 -9.4561
H -7.5803 -5.9199 -7.2720
H -7.5087 -6.2398 -8.9692
H -9.2778 -5.4446 -10.2593
H -10.1277 -3.9214 -9.9671
H -8.4425 -3.7934 -10.2570
H -10.9588 -5.0761 -7.6751
H -10.1836 -6.4276 -8.4749
H -9.8509 -5.8419 -6.7459
H -8.2595 -1.0902 -9.0448
H -6.9862 -2.2061 -9.6822
H -6.5684 -0.8786 -8.6962
H -10.1625 -2.8297 -6.5660
C 4.6603 -3.3615 11.1326
C 5.6280 -3.3038 9.8834
C 6.0466 -4.7437 9.5257
C 4.8691 -5.5567 8.8867
C 4.3658 -4.8646 7.6724
C 3.8674 -3.4246 7.8840
N 4.8780 -2.6351 8.7512
O 4.6876 -1.2936 8.9351
C 3.9383 -2.7453 6.5148
C 2.3795 -3.3731 8.3429
C 6.9195 -2.5424 10.2406
H 5.0850 -3.9087 11.9742
H 3.7075 -3.8270 10.8802
H 4.2074 -2.4049 11.3931
H 6.8944 -4.8400 8.8474
H 6.3141 -5.3565 10.3865
H 4.0356 -5.7460 9.5630
H 5.2809 -6.5299 8.6195
H 3.5622 -5.3901 7.1564
H 5.2328 -4.9301 7.0151
H 3.4922 -1.7760 6.7373
H 4.9807 -2.6338 6.2165
H 3.3816 -3.2283 5.7117
H 1.7606 -3.9081 7.6227
H 2.2544 -3.8632 9.3085
H 1.9613 -2.3705 8.4324
H 6.8129 -1.5233 10.6123
H 7.6323 -2.3572 9.4370
H 7.5283 -3.1077 10.9461
H 5.1192 -0.8634 8.1933

Summary:
Orbital gap = 8.197 eV
Structure (SMILES) = CC1(C)CCCC(C)(C)N1O.CC1(C)CCCC(C)(C)N1O.CC1(C)CCCC(C)(C)N1O.CC1(C)CCCC(C)(C)N1O.CC1(C)CCCC(C)(C)N1O.CCO.CCO.CCO.CCO.CCO
Highest occupied orbital energy = -0.287 Eh

# 2
One molecule with the formula C4H6BNO at a distorted geometry, computed with ωB97M-V with the def2-TZVPD basis set.

Element x y z (Å)
B -0.6186 0.7326 0.3247
C -0.1562 0.3317 -1.0481
C 0.6613 -0.7698 -1.1015
C 1.0888 -1.5615 0.0164
C 0.8175 -1.1322 1.2754
N -1.3170 1.8216 0.9043
O -0.0041 -0.0837 1.4423
H -0.4095 0.9677 -1.8440
H 1.0283 -1.0262 -1.9901
H 1.6950 -2.3798 -0.0536
H 1.3013 -1.6224 2.0549
H -2.0612 2.1039 0.3113
H -1.5198 1.6875 1.8527

Summary:
Orbital gap = 9.058 eV
Structure (SMILES) = NB1C=CC=CO1
Highest occupied orbital energy = -0.308 Eh

Which energy above the lowest of the compared OMol25 structures with the same formula, charge and spin belongs to each record? In order, 607.3; 0.0 kJ/mol.